# 1
{"formula": "C15H47GaO11P", "method": "ωB97M-V/def2-TZVPD", "gap_ev": 5.68, "spin_multiplicity": 1, "total_charge": -1, "symbols": ["C", "C", "O", "C", "Ga", "C", "C", "C", "C", "C", "O", "P", "O", "O", "H", "H", "H", "H", "H", "H", "H", "H", "H", "H", "H", "H", "H", "H", "H", "H", "H", "H", "H", "C", "O", "H", "H", "H", "H", "C", "O", "H", "H", "H", "H", "C", "O", "H", "H", "H", "H", "C", "O", "H", "H", "H", "H", "C", "O", "H", "H", "H", "H", "C", "O", "H", "H", "H", "H", "C", "O", "H", "H", "H", "H"], "xyz": [[4.506285, -0.343185, 0.282052], [4.524726, 1.007085, -0.412632], [3.298091, 1.676384, -0.300459], [2.304670, 1.254168, -1.248459], [0.497848, 1.755136, -0.479290], [0.616451, 3.712009, 0.130338], [0.427800, 3.923484, 1.634710], [-1.012733, 1.644669, -1.836347], [-1.334906, 0.228802, -2.275490], [-2.198738, -0.601456, -1.423144], [-0.790186, -0.869372, -1.517463], [0.084248, 0.330639, 1.410035], [-1.250350, 0.971846, 2.202101], [1.319163, 0.677280, 2.489326], [3.769589, -1.009407, -0.162172], [5.481779, -0.828986, 0.230312], [4.240748, -0.204635, 1.327693], [4.799925, 0.896566, -1.469631], [5.269595, 1.646312, 0.066079], [2.410035, 0.180740, -1.443701], [2.503485, 1.767785, -2.200926], [1.573096, 4.130702, -0.188785], [-0.156730, 4.285484, -0.392965], [1.101571, 3.293722, 2.214065], [-0.595167, 3.678616, 1.922444], [0.595058, 4.960131, 1.946960], [-1.926700, 2.076082, -1.436119], [-0.754316, 2.200644, -2.736761], [-1.424057, 0.071776, -3.348491], [-2.783429, -1.408418, -1.844898], [-2.512170, -0.143648, -0.492994], [-1.020272, 1.775154, 2.685672], [1.233503, -0.026215, 3.149705], [1.079058, -0.368624, -5.578957], [1.089294, -1.483671, -4.695780], [1.758865, -0.601595, -6.396969], [0.076554, -0.197088, -5.982710], [1.427865, 0.536417, -5.074760], [0.487292, -1.281534, -3.971155], [1.505082, -3.541535, 3.350616], [1.436166, -2.122706, 3.430207], [1.737527, -3.948151, 4.335516], [0.540465, -3.937744, 3.017509], [2.283982, -3.846173, 2.647163], [1.220631, -1.846035, 2.515554], [0.543769, -4.049432, 0.059395], [1.231618, -2.845601, 0.344169], [1.058307, -4.851858, 0.586792], [-0.492114, -3.998625, 0.412728], [0.542822, -4.275239, -1.011580], [0.760752, -2.117997, -0.093188], [-2.641132, 3.259585, 5.575900], [-1.685443, 3.029748, 4.555494], [-3.460795, 3.812347, 5.122516], [-3.034182, 2.324083, 5.984936], [-2.227515, 3.855815, 6.395403], [-0.950561, 2.540399, 4.937850], [-0.152211, -4.240558, 7.118317], [-0.501820, -2.864258, 7.133337], [-0.273951, -4.613893, 8.132915], [-0.805689, -4.809503, 6.451071], [0.888922, -4.380243, 6.814990], [-0.390710, -2.515211, 6.242657], [-4.059133, 3.135960, -4.184088], [-3.305403, 3.601804, -3.079022], [-3.925728, 2.056719, -4.220447], [-5.127487, 3.352013, -4.076773], [-3.707021, 3.559638, -5.130237], [-3.396578, 4.556479, -3.019836], [-1.980429, -2.499904, -5.580097], [-2.402855, -1.284216, -6.199242], [-2.072662, -2.357103, -4.505903], [-2.615437, -3.337668, -5.883396], [-0.937735, -2.723049, -5.811541], [-2.320291, -1.391686, -7.150117]], "forces_ev_per_angstrom": [[-0.033, -0.029, 0.029], [-0.014, 0.010, 0.034], [-0.038, 0.051, 0.046], [-0.040, -0.093, 0.035], [0.247, 0.892, 0.304], [-0.199, -0.155, -0.002], [0.037, 0.094, -0.147], [0.037, -1.107, -0.325], [-0.695, 0.761, 0.409], [0.673, -0.025, -0.270], [0.196, -0.180, -0.239], [-0.237, -0.417, -0.445], [0.067, -0.194, 0.230], [-0.283, -0.079, 0.301], [-0.056, -0.068, -0.038], [0.090, -0.023, -0.042], [-0.047, -0.004, 0.106], [0.049, -0.009, -0.089], [0.102, 0.071, -0.004], [-0.027, -0.104, -0.023], [-0.003, -0.006, -0.119], [0.135, -0.039, -0.017], [-0.024, 0.033, -0.111], [0.044, -0.076, 0.082], [-0.073, -0.032, 0.106], [0.020, 0.083, 0.048], [-0.004, 0.233, 0.058], [0.112, 0.293, 0.068], [0.282, -0.360, -0.113], [-0.353, 0.070, 0.067], [-0.104, -0.209, 0.182], [-0.166, 0.248, -0.252], [0.454, 0.264, 0.131], [-0.048, -0.104, 0.190], [-0.071, 0.051, -0.124], [0.014, 0.010, -0.009], [0.024, 0.068, -0.038], [-0.004, 0.034, -0.052], [0.079, -0.040, 0.188], [-0.091, 0.313, -0.053], [-0.020, -0.301, -0.321], [0.001, 0.123, 0.046], [0.080, -0.177, 0.013], [-0.043, -0.102, 0.017], [-0.039, 0.000, 0.184], [-0.037, 0.289, 0.018], [0.026, -0.083, -0.189], [-0.006, -0.031, -0.005], [-0.008, -0.096, -0.028], [-0.007, -0.020, 0.005], [-0.019, 0.063, 0.219], [0.055, -0.068, -0.065], [0.043, 0.039, 0.155], [-0.021, 0.008, 0.008], [-0.026, 0.002, -0.011], [-0.014, 0.024, -0.005], [0.040, -0.006, -0.077], [-0.021, 0.255, -0.094], [-0.011, -0.085, 0.005], [-0.008, -0.010, 0.014], [0.046, -0.071, 0.008], [-0.007, -0.090, -0.003], [0.034, 0.034, 0.005], [0.053, 0.019, 0.050], [-0.146, 0.087, -0.081], [0.000, -0.012, -0.016], [-0.002, -0.015, 0.002], [0.003, -0.015, -0.007], [0.022, -0.001, 0.012], [-0.036, 0.096, -0.150], [-0.023, -0.062, 0.051], [0.002, 0.001, 0.020], [0.003, -0.019, 0.054], [0.014, -0.024, 0.062], [0.021, 0.024, -0.002]], "mulliken_charge": [-0.899, -0.358, -0.349, -0.657, -0.412, -0.539, -1.212, -1.129, -0.183, -0.684, -0.048, 0.177, -0.574, -0.486, 0.161, 0.434, 0.192, 0.331, 0.305, 0.527, 0.330, 0.360, 0.386, 0.228, 0.230, 0.431, 0.577, 0.499, 0.425, 0.256, 0.195, 0.271, 0.396, -0.474, -0.537, 0.285, 0.218, 0.189, 0.304, -0.599, -0.530, 0.193, 0.216, 0.275, 0.284, -0.894, -0.293, 0.298, 0.329, 0.294, 0.270, -0.629, -0.397, 0.215, 0.260, 0.254, 0.254, -0.504, -0.509, 0.254, 0.234, 0.205, 0.315, -0.529, -0.397, 0.171, 0.267, 0.269, 0.249, -0.401, -0.506, 0.021, 0.341, 0.267, 0.285]}

---

# 2
{"formula": "C15H47NO7P", "method": "ωB97M-V/def2-TZVPD", "gap_ev": 5.24, "spin_multiplicity": 1, "total_charge": -1, "symbols": ["C", "C", "P", "C", "N", "C", "C", "C", "C", "C", "H", "H", "H", "H", "H", "H", "H", "H", "H", "H", "H", "H", "H", "H", "H", "H", "H", "H", "H", "C", "O", "H", "H", "H", "H", "C", "O", "H", "H", "H", "H", "C", "O", "H", "H", "H", "H", "C", "O", "H", "H", "H", "H", "C", "O", "H", "H", "H", "H", "C", "O", "H", "H", "H", "H", "C", "O", "H", "H", "H", "H"], "xyz": [[5.324141, -0.835191, -0.569368], [4.560068, 0.257806, -1.306695], [2.735580, 0.096353, -0.977946], [2.203143, 1.536550, -2.050913], [2.287418, -1.241429, -1.792772], [1.351785, -2.134147, -1.164586], [-0.109936, -1.822033, -1.530349], [-0.652172, -0.589814, -0.799235], [-1.528519, 0.251060, -1.719096], [-1.379357, -0.965833, 0.509245], [6.409854, -0.732322, -0.671076], [5.030334, -1.813920, -0.954004], [5.078242, -0.817589, 0.496522], [4.790195, 0.220045, -2.378736], [4.857097, 1.246234, -0.934070], [2.094957, 1.228770, -3.095253], [1.219352, 1.856001, -1.692055], [2.883720, 2.392371, -1.968695], [1.555604, -3.172432, -1.475405], [1.420082, -2.123701, -0.055446], [-0.129264, -1.661254, -2.613959], [-0.765337, -2.683213, -1.322591], [0.199878, 0.039960, -0.526830], [-1.879881, 1.161044, -1.222976], [-0.947229, 0.560534, -2.592301], [-2.392034, -0.322652, -2.073966], [-1.195371, -2.015397, 0.755444], [-1.017240, -0.351045, 1.335070], [-2.456245, -0.805773, 0.403240], [1.160721, 3.886104, -4.740366], [0.104444, 3.695358, -3.810379], [1.814168, 4.650964, -4.325589], [1.743959, 2.975022, -4.890273], [0.768981, 4.237022, -5.701335], [-0.470468, 2.997791, -4.142828], [-5.146669, -2.831549, 0.870326], [-4.576512, -2.416844, -0.355799], [-5.172211, -1.953026, 1.513104], [-6.169411, -3.204307, 0.751769], [-4.546919, -3.601684, 1.365915], [-4.508244, -3.173220, -0.946205], [0.553870, 0.187214, 4.168012], [1.128642, -0.168571, 2.930934], [-0.117373, -0.630538, 4.429142], [1.299245, 0.305883, 4.964366], [-0.037525, 1.107168, 4.102936], [1.718142, 0.538279, 2.634558], [1.641987, -3.309178, 2.524146], [1.112557, -4.567898, 2.098113], [1.977655, -3.435906, 3.552833], [2.490004, -3.001132, 1.909323], [0.898947, -2.513508, 2.489400], [0.845224, -4.453163, 1.179120], [2.391031, 3.729431, 2.062396], [1.842998, 2.463751, 1.763679], [2.750648, 3.686837, 3.089816], [3.235654, 3.974764, 1.410937], [1.650358, 4.533320, 1.989845], [1.549993, 2.439663, 0.844825], [-3.949486, 2.786480, -2.767254], [-3.618740, 3.006517, -4.134586], [-3.996904, 1.710511, -2.621952], [-3.184237, 3.185785, -2.097954], [-4.920656, 3.220438, -2.510439], [-3.537366, 3.954511, -4.276090], [-3.243454, -1.818792, 4.745262], [-2.428150, -1.210765, 3.765081], [-3.453570, -1.057224, 5.494768], [-4.197318, -2.169965, 4.336718], [-2.745238, -2.659257, 5.238939], [-2.207642, -1.855267, 3.083593]], "forces_ev_per_angstrom": [[0.045, -0.022, -0.007], [0.097, 0.065, 0.072], [0.112, -0.022, 0.015], [-0.105, 0.085, 0.273], [-0.051, -0.114, 0.008], [0.013, 0.073, 0.053], [-0.026, -0.065, -0.128], [-0.051, -0.031, -0.011], [0.038, 0.067, -0.050], [0.092, 0.335, -0.142], [-0.020, -0.013, -0.011], [-0.015, 0.010, 0.002], [0.019, -0.003, 0.001], [-0.142, -0.012, -0.029], [0.045, -0.006, -0.035], [0.130, -0.049, -0.002], [-0.031, 0.082, -0.190], [-0.004, -0.006, -0.049], [0.038, -0.002, 0.005], [-0.022, -0.032, -0.030], [0.020, 0.008, 0.026], [0.005, 0.017, 0.006], [0.069, -0.149, -0.030], [-0.094, -0.069, 0.044], [-0.033, -0.008, -0.012], [-0.035, 0.054, 0.057], [-0.038, 0.009, 0.097], [-0.054, -0.073, 0.069], [-0.006, -0.183, 0.054], [-0.230, -0.025, 0.076], [-0.064, 0.079, -0.109], [0.017, -0.002, -0.008], [0.008, -0.001, 0.014], [0.124, 0.003, -0.051], [0.028, -0.023, 0.114], [0.056, 0.025, 0.056], [-0.112, -0.042, -0.109], [-0.001, -0.013, 0.020], [-0.002, 0.005, -0.020], [0.013, 0.001, -0.009], [0.053, 0.042, 0.060], [-0.042, -0.133, -0.071], [0.217, 0.044, 0.144], [-0.017, 0.137, 0.134], [0.040, 0.000, -0.019], [-0.006, 0.005, -0.016], [-0.155, 0.044, -0.252], [0.009, -0.053, 0.013], [-0.061, 0.079, -0.106], [-0.013, -0.015, 0.006], [0.014, 0.012, 0.020], [-0.005, 0.013, 0.000], [0.057, -0.018, 0.033], [0.031, 0.013, -0.071], [-0.155, 0.158, 0.194], [0.005, 0.019, 0.000], [0.009, -0.018, 0.003], [-0.017, -0.016, 0.002], [0.201, -0.263, -0.017], [0.045, -0.023, -0.039], [-0.030, 0.084, -0.021], [0.000, -0.002, 0.004], [-0.004, 0.006, 0.007], [0.002, 0.007, -0.004], [0.054, -0.065, 0.025], [0.022, -0.021, -0.017], [-0.122, -0.073, 0.001], [-0.017, -0.014, 0.017], [-0.004, 0.003, -0.015], [0.012, -0.003, -0.003], [0.047, 0.098, -0.041]], "mulliken_charge": [-1.208, -0.729, 0.925, -1.478, -0.865, -0.380, -1.603, 3.516, -2.196, -1.346, 0.363, 0.297, 0.295, 0.369, 0.262, 0.347, 0.278, 0.390, 0.366, -0.014, 0.404, 0.432, -1.232, 0.496, 0.348, 0.370, 0.159, 0.229, 0.242, -0.592, -0.444, 0.220, 0.264, 0.287, 0.264, -0.575, -0.459, 0.167, 0.347, 0.264, 0.273, -0.606, -0.138, 0.119, 0.326, 0.256, 0.126, -0.343, -0.600, 0.348, 0.232, 0.015, 0.330, -0.684, -0.402, 0.236, 0.263, 0.288, 0.177, -0.427, -0.526, 0.132, 0.247, 0.317, 0.293, -0.658, -0.359, 0.244, 0.223, 0.295, 0.225]}

---

Number 1: electronic energy -3693.3628 hartree. Number 2: electronic energy -1522.3735 hartree.